(1)
This record from the OMol25 dataset describes a cluster of 2 separate species, C2INO in total in a non-equilibrium geometry. The level of theory is ωB97M-V with the def2-TZVPD basis set.

Structure (XYZ):
```
5
C2INO ωB97M-V with the def2-TZVPD basis set
I 4.41245 0.09299 0.00048
O 1.26104 -1.21607 -0.11984
N -1.40964 1.20876 -0.09270
C -0.60567 0.37096 0.02991
C 0.34302 -0.56326 0.14343
```

* net charge: 0
* maximum force: 1.21 eV/Å
* E: -503.772549 hartree
* relative energy (zero: lowest compared OMol25 entry of this formula, charge and spin): 205.6 kJ/mol
* spin multiplicity: 1

How positive or negative is each atom? The Mulliken charges in e answer that: 0.012, -0.313, -0.296, 0.339, 0.258



(2)
This record from the OMol25 dataset describes a cluster of 4 separate species, C28H52BINO17PS4 in total in a non-equilibrium geometry. The level of theory is ωB97M-V with the def2-TZVPD basis set.

Structure (XYZ):
```
105
C28H52BINO17PS4 ωB97M-V with the def2-TZVPD basis set
I 0.75169 3.56971 2.20984
S 4.13743 -3.56546 4.68663
S -8.99594 4.39913 -0.48384
S 0.11641 -4.52206 -4.00433
S -0.10381 -0.96313 4.65464
P 2.99513 -1.08234 -0.56079
O -7.74550 3.96797 0.06393
O 2.12033 -1.66316 -1.59774
O -0.67330 -4.32539 -5.18125
O 3.26927 5.78242 1.33133
O 3.00078 -3.31971 5.52120
O -0.52146 -4.80119 -2.75198
O 2.36801 1.17000 -3.56645
O 4.98152 4.54684 0.22097
O 3.33998 2.24888 1.33245
O 2.64976 -1.76072 0.84104
O -10.11605 3.34349 -0.09003
O 4.52789 -1.44077 -0.74730
O 5.45752 -3.29898 5.17144
O 1.18751 -5.67066 -4.28826
O -9.47786 5.71960 -0.22697
O 4.51199 0.37859 1.36843
O 4.08336 -5.06852 4.16393
N 3.53691 1.40292 -1.60500
C -1.77445 1.36237 -1.05769
C 0.73319 -7.03687 -4.22676
C -10.98522 4.08478 2.09016
C -10.26197 3.00791 1.30698
C -2.37180 4.03628 -0.76788
C 1.52771 1.40760 0.05508
C 0.66342 0.47340 0.90988
C 3.70910 1.06114 0.82938
C -4.86505 3.53221 -0.66461
C -3.42422 3.11973 -0.77586
C 4.27657 -0.15027 -3.53728
C 0.69676 1.75244 -1.21761
C 1.06610 0.16703 2.37706
C -0.04957 -7.44582 -5.45870
C 3.88758 -2.77760 3.13509
C 3.30427 0.83058 -2.91586
C -9.01517 4.10517 -2.21804
C -3.09951 1.76588 -0.92468
C -0.71135 2.27813 -1.03842
C 3.49163 -6.42675 6.12834
C 4.96504 1.70368 -1.42743
C 1.24824 -3.19418 -3.81594
C 4.52244 -6.10668 5.06446
C -1.04661 3.62323 -0.90263
C 2.49054 3.87693 -0.15569
C 2.87348 0.75630 -0.46670
C 2.09073 2.68220 0.75150
C -0.10783 0.35805 3.36553
B 3.63296 4.75479 0.50375
H 1.21551 -1.18286 4.73573
H 4.69496 -6.97780 4.43539
H 2.72859 3.58679 -1.17315
H -1.56777 0.30579 -1.17133
H -8.68144 3.08862 -2.40629
H 5.48001 -5.82792 5.50675
H -10.02494 4.26165 -2.58721
H -5.47136 2.75651 -1.12716
H -5.20316 3.62600 0.36165
H 1.76756 -2.15207 0.78703
H 4.73400 -2.99510 2.49054
H 3.81792 -1.70778 3.31640
H 2.96596 -3.15062 2.71159
H -10.38949 4.99390 2.15772
H 5.18913 -0.29851 -2.97486
H 5.56734 0.85971 -1.09406
H 1.36374 -0.86255 2.51347
H 0.60562 0.82020 -1.77157
H 4.00041 5.99332 1.92335
H -0.27663 4.38098 -0.92089
H 1.86026 -3.37994 -2.94727
H -2.59343 5.08864 -0.65587
H -11.92627 4.34425 1.60574
H 1.22267 2.41940 -1.88545
H 0.60040 -0.46650 0.36601
H -0.99835 -6.91501 -5.51896
H 5.11374 2.57902 -0.80625
H 0.51292 -7.21618 -6.36345
H -11.19010 3.73453 3.10194
H 1.63743 -7.63689 -4.14176
H 4.46249 0.18897 -4.54937
H -1.06823 0.23649 2.87666
H 5.48700 4.37606 1.02322
H 3.36359 -5.59470 6.81909
H -10.83615 2.08387 1.32054
H 1.87840 0.78720 2.75114
H -9.28287 2.79056 1.73613
H -3.89644 1.03731 -0.95946
H 3.80555 -7.30041 6.70003
H 0.66856 -2.28642 -3.67980
H 0.15214 -7.19018 -3.31595
H 3.75264 -1.10036 -3.59496
H -0.25737 -8.51589 -5.43025
H 1.63745 4.54545 -0.22748
H -5.07135 4.44464 -1.21627
H 4.56804 -2.40208 -0.85989
H -0.35209 0.84844 0.93994
H 1.85061 -3.12563 -4.71948
H 5.35883 1.98014 -2.40310
H -0.03368 1.28529 3.91147
H -8.33275 4.82065 -2.67128
H 2.52177 -6.62810 5.67394
```

* net charge: 0
* maximum force: 2.54 eV/Å
* E: -4688.748359 hartree
* spin multiplicity: 1
* SMILES: CC(=O)N(C)[C@@]1(P(=O)(O)O)C(=O)O[C@@](I)(CB(O)O)[C@@]1(CCCS)Cc1ccc(C)cc1.CCOS(C)(=O)=O.CCOS(C)(=O)=O.CCOS(C)(=O)=O

Atomic partial charges in e from the Mulliken method, atoms 1 to 5: 0.106, 1.285, 1.171, 1.254, -0.211



(3)
This record from the OMol25 dataset describes a cluster of 2 separate species, C3H5ClNOP in total in a non-equilibrium geometry. The level of theory is ωB97M-V with the def2-TZVPD basis set.

Structure (XYZ):
```
12
C3H5ClNOP ωB97M-V with the def2-TZVPD basis set
Cl -3.81932 0.92525 -0.52013
P 1.37356 -0.20333 -0.90780
O -0.06588 -0.03659 -0.78680
N -0.84537 -0.36833 3.40863
C -3.04940 0.20196 0.81385
C -1.39132 0.13287 2.53276
C -2.03604 0.77375 1.46061
H 2.08481 0.97545 -1.08032
H 1.78499 -0.98014 -1.98025
H -1.63060 1.73279 1.16643
H 1.97312 -0.80013 0.18488
H -3.45012 -0.76322 1.09167
```

* expectation value of S²: 2.018
* net charge: 0
* maximum force: 8.80 eV/Å
* E: -1048.668472 hartree
* relative energy (zero: lowest compared OMol25 entry of this formula, charge and spin): 58.8 kJ/mol
* spin multiplicity: 3

Atomic partial charges in e from the Mulliken method, atoms 1 to 5: -0.131, 0.259, -0.433, -0.392, -0.238